{
  "formula": "C2H7N3OP",
  "method": "ωB97M-V/def2-TZVPD",
  "fmax_ha_per_bohr": 0.0997,
  "orbital_gap_ev": 9.832,
  "total_charge": 1,
  "de_lowest_ev": 1.597,
  "species": ["C", "C", "N", "N", "N", "O", "P", "H", "H", "H", "H", "H", "H", "H"],
  "xyz": [[-0.181, -0.837, 1.422], [-0.031, -1.040, -0.980], [-0.485, 0.229, 2.324], [0.210, -0.314, 0.184], [0.500, 1.058, 0.086], [-0.295, -1.983, 1.694], [-0.558, 1.762, 1.640], [0.055, -2.096, -0.681], [-0.960, -0.858, -1.481], [0.705, -0.676, -1.711], [-0.281, -0.005, 3.297], [1.479, 1.163, 0.202], [0.230, 1.402, -0.752], [-1.944, 1.333, 0.666]]
}

{
  "formula": "C9H14O",
  "method": "ωB97M-V/def2-TZVPD",
  "fmax_ha_per_bohr": 0.0446,
  "orbital_gap_ev": 9.228,
  "total_charge": 0,
  "de_lowest_ev": 1.112,
  "species": ["C", "C", "C", "C", "C", "C", "C", "O", "H", "H", "H", "H", "H", "H", "H", "H", "C", "C", "H", "H", "H", "H", "H", "H"],
  "xyz": [[2.986, -0.737, 0.331], [-0.553, -0.978, 1.654], [-1.028, 0.329, 1.398], [0.755, -1.294, 1.318], [1.689, -0.334, 0.947], [-0.105, 1.293, 0.961], [1.202, 0.968, 0.721], [-2.331, 0.589, 1.656], [-1.304, -1.639, 2.112], [0.899, -2.362, 1.346], [-0.552, 2.265, 0.837], [-2.496, 1.516, 1.839], [3.607, -1.356, 0.985], [3.681, 0.106, 0.387], [1.868, 1.684, 0.233], [2.926, -1.073, -0.700], [-0.777, 0.128, -4.265], [-1.450, -0.030, -2.894], [0.315, 0.180, -4.178], [-0.979, -0.807, -4.821], [-1.114, 1.021, -4.820], [-2.168, -0.836, -3.067], [-1.859, 0.932, -2.576], [-0.898, -0.169, -1.972]]
}

{
  "formula": "C4H4S2",
  "method": "ωB97M-V/def2-TZVPD",
  "fmax_ha_per_bohr": 0.0619,
  "orbital_gap_ev": 7.092,
  "total_charge": 0,
  "de_lowest_ev": 3.200,
  "species": ["C", "C", "C", "C", "S", "S", "H", "H", "H", "H"],
  "xyz": [[-1.058, -0.529, 0.211], [-1.644, 0.678, 0.447], [0.408, -0.671, 0.119], [0.905, 0.694, -0.221], [-2.401, -1.335, -0.264], [-0.566, 1.789, -0.212], [0.668, -1.081, 1.015], [0.689, -1.364, -0.666], [1.515, 1.031, 0.649], [1.486, 0.787, -1.078]]
}

{
  "formula": "C4H5NOS",
  "method": "ωB97M-V/def2-TZVPD",
  "fmax_ha_per_bohr": 0.1017,
  "orbital_gap_ev": 8.517,
  "total_charge": 0,
  "de_lowest_ev": 3.699,
  "species": ["C", "C", "C", "C", "H", "H", "H", "H", "H", "N", "O", "S"],
  "xyz": [[0.407, 1.430, 1.524], [-0.018, 0.052, 0.648], [-0.122, -0.216, -0.812], [-0.973, -1.394, -1.199], [0.279, 1.667, 2.712], [-0.398, -0.671, 1.323], [1.701, 0.416, -0.441], [-0.276, 0.669, -1.358], [-0.606, -2.245, -0.680], [1.060, -0.411, -0.217], [0.974, 2.221, 0.859], [-2.028, -1.520, -2.357]]
}

{
  "formula": "C2H5ClN2O",
  "method": "ωB97M-V/def2-TZVPD",
  "fmax_ha_per_bohr": 0.0789,
  "orbital_gap_ev": 9.081,
  "total_charge": 0,
  "de_lowest_ev": 3.364,
  "species": ["C", "C", "N", "N", "O", "Cl", "H", "H", "H", "H", "H"],
  "xyz": [[0.430, 0.279, -0.581], [1.609, 0.168, 0.017], [0.049, 1.594, -0.076], [1.355, 1.535, 0.575], [-1.208, -1.492, 0.157], [3.076, -0.804, 0.009], [-0.037, -0.109, -1.484], [-1.405, -2.109, 0.953], [-0.671, 1.335, 0.569], [1.338, 1.674, 1.612], [-1.831, -1.872, -0.415]]
}

{
  "formula": "C21H24N2O2P2Ti",
  "method": "ωB97M-V/def2-TZVPD",
  "fmax_ha_per_bohr": 0.1348,
  "orbital_gap_ev": [5.207, 6.662],
  "s_squared": 0.805,
  "total_charge": 1,
  "de_lowest_ev": 0.000,
  "spin_multiplicity": 2,
  "species": ["C", "C", "C", "C", "C", "C", "C", "C", "C", "C", "C", "C", "C", "H", "H", "H", "H", "H", "H", "H", "N", "Ti", "C", "H", "H", "C", "H", "H", "P", "P", "C", "H", "H", "H", "C", "H", "H", "H", "C", "H", "H", "H", "C", "H", "H", "H", "C", "O", "H", "O", "C", "N"],
  "xyz": [[3.354, -2.161, -1.288], [2.561, -1.323, -0.491], [1.812, -0.271, -1.108], [1.620, -0.327, -2.525], [2.415, -1.211, -3.306], [3.282, -2.095, -2.689], [0.580, 0.440, -3.040], [0.249, 1.641, -2.392], [0.430, 1.667, -0.965], [0.019, 2.786, -0.188], [-0.490, 3.901, -0.863], [-0.616, 3.910, -2.259], [-0.253, 2.813, -3.016], [3.972, -2.926, -0.810], [2.331, -1.144, -4.391], [3.892, -2.774, -3.286], [0.290, 0.311, -4.091], [-0.814, 4.766, -0.280], [-1.015, 4.808, -2.743], [-0.308, 2.831, -4.109], [0.897, 0.483, -0.368], [-0.918, -0.158, 0.215], [2.164, -1.728, 0.886], [2.193, -0.905, 1.605], [2.719, -2.582, 1.275], [-0.027, 2.714, 1.324], [0.928, 2.383, 1.755], [-0.322, 3.675, 1.758], [0.396, -2.286, 0.676], [-1.336, 1.516, 1.857], [-2.899, 2.399, 1.575], [-3.722, 1.769, 1.941], [-2.890, 3.359, 2.109], [-3.054, 2.574, 0.503], [-1.153, 1.345, 3.646], [-1.338, 2.309, 4.139], [-1.882, 0.601, 3.997], [-0.142, 0.990, 3.885], [0.480, -4.052, 0.324], [1.277, -4.510, 0.924], [-0.488, -4.503, 0.578], [0.684, -4.203, -0.742], [-0.012, -2.299, 2.486], [-1.040, -2.638, 2.663], [0.671, -2.997, 2.996], [0.104, -1.313, 2.961], [-2.010, -0.006, -1.439], [-2.594, 0.065, -2.454], [0.206, -1.892, -0.968], [-4.363, -2.557, 1.538], [-3.409, -1.918, 1.238], [-2.428, -1.278, 0.956]]
}

{
  "formula": "C10H11N2P",
  "method": "ωB97M-V/def2-TZVPD",
  "fmax_ha_per_bohr": 0.0760,
  "orbital_gap_ev": [7.807, 7.809],
  "total_charge": 0,
  "de_lowest_ev": 2.070,
  "species": ["C", "C", "C", "C", "C", "C", "C", "C", "C", "C", "N", "N", "P", "H", "H", "H", "H", "H", "H", "H", "H", "H", "H", "H"],
  "xyz": [[0.037, 2.548, -0.327], [3.224, -0.288, 0.196], [-0.738, -0.820, -0.201], [-0.633, -0.240, 1.015], [0.981, 0.491, -1.507], [1.044, 1.609, -0.511], [0.585, -0.876, -0.892], [0.728, 0.189, 1.280], [-1.874, -1.697, -0.837], [-1.691, 0.021, 2.003], [-0.692, 3.414, -0.336], [4.248, 0.163, -0.112], [1.736, -1.146, 0.548], [0.392, 0.652, -2.396], [2.032, 0.407, -1.975], [2.059, 1.895, -0.211], [0.414, -1.641, -1.667], [0.851, 0.897, 2.188], [-1.590, -2.741, -0.578], [-1.957, -1.576, -1.900], [-2.853, -1.439, -0.473], [-2.182, -0.988, 2.457], [-2.624, 0.357, 1.513], [-1.498, 0.810, 2.726]]
}